[1]
Formula: C36H29N8O2S2Ta
Source: the Open Molecules 2025 dataset
Level of theory: ωB97M-V/def2-TZVPD

Its orbital gap is 0.242 Eh. The energy above the lowest of the compared OMol25 structures with the same formula, charge and spin is 38.70 kJ/mol. The calculation puts the HOMO energy at -0.479 Ha. As for the total charge: +2. The total energy is -2830.871584 a.u. As for the strongest force on any atom: 1.262 eV/A.

Each line ends with the Mulliken charge.
Element x y z (Å)
Ta: 0.790 -0.189 0.581  3.21
N: 0.446 3.148 3.688  -0.42
C: 0.237 2.112 2.869  0.69
S: 1.650 1.224 2.343  -0.68
N: -0.967 1.793 2.525  -1.64
N: -1.005 0.740 1.630  1.35
C: -2.191 0.246 1.466  1.43
C: -3.371 0.675 2.252  -0.67
C: -3.894 -0.202 3.198  0.01
C: -4.994 0.179 3.953  -0.86
C: -5.578 1.421 3.750  -0.50
C: -5.059 2.290 2.798  -0.91
C: -3.949 1.924 2.055  0.06
C: -2.354 -0.763 0.413  0.00
C: -3.573 -1.382 0.195  -0.69
C: -3.690 -2.310 -0.827  -1.05
C: -2.587 -2.559 -1.620  -1.13
C: -1.407 -1.888 -1.351  -0.09
N: -1.272 -1.008 -0.352  0.43
H: 1.360 3.342 4.057  0.22
H: -0.350 3.627 4.080  0.24
H: -3.434 -1.171 3.358  0.51
H: -5.395 -0.497 4.697  0.43
H: -6.440 1.714 4.334  0.43
H: -5.518 3.256 2.637  0.45
H: -3.543 2.604 1.317  0.43
H: -4.417 -1.134 0.821  0.59
H: -4.630 -2.814 -1.005  0.49
H: -2.629 -3.254 -2.446  0.54
H: -0.545 -2.049 -1.977  0.42
O: -0.340 -4.063 1.211  -0.58
C: 0.304 -3.128 0.847  -0.07
O: 0.254 -1.907 1.392  -0.78
C: 1.229 -3.151 -0.330  0.81
C: 1.744 -4.326 -0.826  -0.69
C: 2.599 -4.257 -1.920  -0.72
C: 2.867 -3.020 -2.481  -1.09
C: 2.297 -1.885 -1.928  -0.12
N: 1.498 -1.941 -0.855  0.10
H: 1.471 -5.261 -0.357  0.61
H: 3.041 -5.155 -2.329  0.49
H: 3.513 -2.924 -3.342  0.53
H: 2.480 -0.906 -2.348  0.23
C: 3.875 -2.507 2.939  -1.01
C: 5.078 -2.208 2.311  -0.77
C: 5.079 -1.332 1.248  -0.73
C: 3.885 -0.763 0.817  0.35
N: 2.718 -1.095 1.399  0.42
C: 2.724 -1.936 2.456  -0.53
C: 3.773 0.241 -0.243  1.22
C: 4.913 0.740 -0.861  -0.86
C: 4.818 1.743 -1.809  -0.98
C: 3.571 2.261 -2.102  -1.15
C: 2.432 1.760 -1.481  -0.31
C: 2.477 0.709 -0.551  0.54
H: 3.828 -3.168 3.793  0.51
H: 6.005 -2.642 2.662  0.49
H: 6.008 -1.082 0.759  0.53
H: 1.772 -2.136 2.919  0.63
H: 5.894 0.369 -0.597  0.42
H: 5.708 2.130 -2.286  0.45
H: 3.475 3.074 -2.811  0.48
H: 1.507 2.241 -1.736  0.47
N: -2.413 3.155 -5.170  -0.30
C: -2.734 3.334 -3.879  0.13
S: -3.999 4.232 -3.374  -0.31
C: -1.849 2.614 -2.891  0.89
C: -1.087 1.496 -3.226  -0.91
C: -0.342 0.870 -2.252  -0.56
N: -0.305 1.277 -0.975  0.56
C: -1.006 2.375 -0.660  -1.01
C: -1.783 3.054 -1.578  -0.71
H: -2.972 3.622 -5.867  0.23
H: -1.584 2.678 -5.473  0.16
H: -1.085 1.074 -4.221  0.36
H: 0.257 0.003 -2.502  0.26
H: -0.936 2.737 0.355  0.52
H: -2.345 3.929 -1.281  0.48

[2]
Formula: C36H29O7S3SbTc
Source: the Open Molecules 2025 dataset
Level of theory: ωB97M-V/def2-TZVPD

As for the spin multiplicity: 2. Its orbital gap (spin up / spin down) is 0.276 / 0.274 Eh. The expectation value of S² is 0.7861. The energy above the lowest of the compared OMol25 structures with the same formula, charge and spin is 168.41 kJ/mol. The calculation puts the HOMO energy (spin up / spin down) at -0.527 / -0.521 Ha. As for the total charge: +2. The total energy is -3430.852581 a.u. As for the strongest force on any atom: 2.423 eV/A.

Each line ends with the Mulliken charge.
Element x y z (Å)
Tc: 0.724 0.121 0.092  -0.03
O: 0.702 1.939 -0.927  -0.71
S: 0.027 1.377 -2.135  1.88
O: 0.674 1.681 -3.360  -0.67
O: -0.020 -0.099 -1.826  -0.64
C: -1.699 1.745 -2.295  -0.04
C: -2.078 2.473 -3.409  -0.57
C: -3.426 2.630 -3.704  -0.65
C: -4.387 2.036 -2.903  -0.78
C: -4.011 1.300 -1.786  -0.39
C: -2.668 1.145 -1.482  -0.34
S: -2.316 0.406 0.098  2.04
O: -1.206 1.176 0.661  -0.74
O: -3.523 0.387 0.845  -0.67
O: -1.842 -1.045 -0.051  -0.98
H: -1.308 2.891 -4.043  0.57
H: -3.712 3.219 -4.564  0.46
H: -5.437 2.157 -3.133  0.46
H: -4.747 0.868 -1.123  0.57
O: 0.195 -1.349 2.136  -0.32
S: 0.611 0.080 2.406  0.83
C: 2.011 0.099 3.500  0.28
C: 2.050 -0.663 4.658  -0.22
C: 3.157 -0.549 5.482  -0.87
C: 4.185 0.328 5.156  -0.49
C: 4.124 1.097 4.002  -0.82
C: 3.031 0.979 3.157  -0.28
C: -0.656 0.809 3.416  1.01
C: -0.486 2.118 3.843  -0.65
C: -1.469 2.683 4.636  -0.75
C: -2.594 1.944 4.985  -0.51
C: -2.743 0.638 4.543  -0.86
C: -1.770 0.057 3.744  -0.01
H: 1.230 -1.326 4.907  0.50
H: 3.206 -1.136 6.389  0.45
H: 5.041 0.414 5.812  0.44
H: 4.921 1.788 3.763  0.45
H: 2.959 1.557 2.242  0.44
H: 0.392 2.684 3.555  0.48
H: -1.356 3.702 4.980  0.45
H: -3.361 2.394 5.601  0.43
H: -3.619 0.064 4.810  0.47
H: -1.875 -0.958 3.383  0.41
C: -1.317 -6.524 2.166  -0.60
C: -0.645 -5.478 2.786  -0.98
C: -0.422 -4.289 2.108  -0.45
C: -0.886 -4.177 0.803  1.01
C: -1.558 -5.213 0.166  -0.63
C: -1.772 -6.392 0.862  -0.75
Sb: -0.448 -2.507 -0.459  2.81
C: -1.332 -2.873 -2.358  0.68
C: -2.684 -2.567 -2.490  -0.37
C: -3.313 -2.802 -3.703  -0.78
C: -2.600 -3.347 -4.763  -0.57
C: -1.259 -3.667 -4.613  -0.73
C: -0.614 -3.430 -3.408  -0.72
C: 1.708 -2.117 -0.564  0.47
C: 2.510 -2.641 0.462  -0.58
C: 3.866 -2.796 0.242  -0.83
C: 4.423 -2.445 -0.984  -0.58
C: 3.626 -1.942 -2.004  -1.10
C: 2.262 -1.795 -1.814  -0.08
H: -1.489 -7.447 2.703  0.42
H: -0.288 -5.586 3.801  0.47
H: 0.079 -3.466 2.594  0.48
H: -1.909 -5.114 -0.855  0.49
H: -2.293 -7.208 0.379  0.43
H: -3.241 -2.163 -1.658  0.59
H: -4.362 -2.563 -3.810  0.46
H: -3.095 -3.529 -5.708  0.45
H: -0.711 -4.105 -5.436  0.45
H: 0.433 -3.687 -3.297  0.50
H: 2.077 -2.911 1.416  0.32
H: 4.493 -3.200 1.026  0.50
H: 5.485 -2.571 -1.148  0.46
H: 4.062 -1.672 -2.957  0.49
H: 1.642 -1.429 -2.620  0.63

[3]
Formula: C36H30CaOPS5Sb
Source: the Open Molecules 2025 dataset
Level of theory: ωB97M-V/def2-TZVPD

Its orbital gap is 0.187 Eh. The energy above the lowest of the compared OMol25 structures with the same formula, charge and spin is 0.00 kJ/mol. The calculation puts the HOMO energy at -0.203 Ha. The total energy is -4715.320821 a.u. As for the strongest force on any atom: 2.783 eV/A.

Each line ends with the Mulliken charge.
Element x y z (Å)
Ca: 1.216 2.359 -0.154  0.37
S: 3.418 2.192 1.549  -0.45
S: 4.330 3.794 0.899  -0.11
S: 3.452 4.493 -0.879  -0.18
S: 1.663 5.118 -0.332  -0.43
S: -1.446 2.794 -0.773  -0.63
Sb: -2.388 1.355 0.790  1.55
C: -0.740 1.358 2.165  0.30
C: -0.493 2.629 2.690  -0.62
C: 0.232 2.755 3.860  -0.47
C: 0.695 1.630 4.505  -0.74
C: 0.532 0.407 3.894  -0.41
C: -0.247 0.225 2.764  -0.26
C: -3.087 -0.449 -0.088  0.37
C: -4.170 -0.337 -0.972  -0.54
C: -4.927 -1.479 -1.291  -0.64
C: -4.579 -2.716 -0.782  -0.47
C: -3.484 -2.823 0.050  -0.60
C: -2.701 -1.698 0.342  -0.03
C: -4.117 2.381 1.543  0.57
C: -5.093 1.653 2.182  -0.49
C: -6.101 2.359 2.895  -0.53
C: -6.141 3.732 2.911  -0.52
C: -5.163 4.444 2.235  -0.43
C: -4.139 3.792 1.517  -0.61
H: -0.904 3.484 2.177  0.56
H: 0.317 3.753 4.271  0.41
H: 1.117 1.783 5.507  0.37
H: 0.984 -0.454 4.367  0.42
H: -0.425 -0.767 2.346  0.14
H: -4.448 0.649 -1.318  0.47
H: -5.819 -1.313 -1.883  0.41
H: -5.166 -3.597 -1.037  0.39
H: -3.226 -3.813 0.465  0.37
H: -1.794 -1.868 0.956  -0.01
H: -5.073 0.568 2.191  0.38
H: -6.864 1.771 3.405  0.35
H: -6.958 4.293 3.397  0.35
H: -5.166 5.535 2.234  0.36
H: -3.463 4.408 0.895  0.36
O: 1.014 0.268 -0.974  0.67
P: 1.970 -0.800 -1.452  0.76
C: 2.568 -1.774 -0.048  0.27
C: 3.757 -1.546 0.641  -0.17
C: 4.182 -2.418 1.655  -0.83
C: 3.312 -3.391 2.097  -0.44
C: 2.043 -3.533 1.515  -0.65
C: 1.700 -2.776 0.418  -0.81
C: 1.117 -1.980 -2.537  0.25
C: -0.067 -1.584 -3.154  -0.42
C: -0.730 -2.524 -3.961  -0.72
C: -0.144 -3.755 -4.238  -0.41
C: 1.037 -4.122 -3.654  -0.74
C: 1.678 -3.215 -2.791  -0.27
C: 3.300 0.011 -2.333  0.32
C: 4.601 -0.535 -2.297  -0.44
C: 5.703 0.248 -2.625  -0.51
C: 5.544 1.468 -3.198  -0.54
C: 4.232 1.913 -3.448  -0.54
C: 3.124 1.231 -2.990  -0.47
H: 4.368 -0.712 0.408  0.68
H: 5.194 -2.344 2.090  0.41
H: 3.652 -4.072 2.907  0.35
H: 1.360 -4.312 1.857  0.44
H: 0.719 -2.925 0.019  0.49
H: -0.448 -0.599 -2.997  0.48
H: -1.670 -2.261 -4.435  0.45
H: -0.673 -4.421 -4.931  0.36
H: 1.454 -5.157 -3.774  0.34
H: 2.577 -3.538 -2.270  0.37
H: 4.701 -1.600 -2.054  0.43
H: 6.664 -0.211 -2.398  0.39
H: 6.399 2.100 -3.416  0.40
H: 4.039 2.893 -3.927  0.36
H: 2.090 1.572 -3.198  0.43

Number 2 is which compound? C36H29O7S3SbTc

Number 2 is which compound? C36H29O7S3SbTc

Among the records above, which one has the highest strongest force on any atom? C36H30CaOPS5Sb